# C33H32AsIN2O8P2Re

A structure of composition C33H32AsIN2O8P2Re at a distorted geometry (ωB97M-V/def2-TZVPD, the Open Molecules 2025 dataset).

Structure (XYZ):
```
80
Properties=species:S:1:pos:R:3
O -3.15988 0.79916 2.92851
H 0.03639 3.54394 1.38775
H -1.32254 -1.26953 6.02097
As -1.29786 -0.57537 -1.40170
C 6.45914 1.89697 1.96951
C 4.12327 1.45947 2.08528
C 5.49170 -0.35456 -0.82566
C -3.31974 -4.71009 -0.77316
H 7.34074 2.37865 2.37080
C -4.08726 -3.63119 -1.19022
H -2.81667 4.11367 -2.14237
C -1.96140 -4.55436 -0.51593
C -1.23390 -0.15967 -5.56247
H 1.25619 -2.69488 5.12749
H -3.92400 0.22303 3.09454
H 0.57951 5.43752 -0.51703
H -4.72008 3.96247 -0.57849
H 0.20081 -0.93478 -6.95350
H -1.36157 2.14564 -2.50831
H -1.23445 -3.04498 2.71814
H 0.97708 -1.75171 -2.82744
O -2.13777 -1.32977 1.91442
H 4.46375 -1.61859 -2.18987
O -0.19537 0.68866 4.59424
H -2.52049 0.46279 -3.96580
H -4.09677 -1.54546 -1.68940
C 0.54077 3.44319 0.44101
C 4.38215 -0.95920 -1.33412
P -1.84942 -0.00291 2.51228
H -0.31363 -3.17382 -0.45230
H 1.61603 -1.96336 -5.20051
C -2.15055 -2.23849 -1.06701
H -3.69979 -0.09807 0.31085
H -1.85801 0.27564 -6.33357
C 6.53945 1.11611 0.85337
Re 0.98716 0.40805 1.04367
C -2.44175 0.91590 -1.11308
O 0.84236 -1.34572 2.14089
H 1.79082 4.14246 -2.37004
N 1.44324 3.72319 -1.52321
C -3.50341 -2.38090 -1.34276
C -0.07294 -0.83717 -5.90935
N 1.03685 2.22834 -0.01159
H 6.46433 -0.51529 -1.27967
C 2.94857 0.07764 0.35628
C 4.12516 0.66884 0.92130
C -3.51077 0.82296 -0.22721
C 0.79775 4.38312 -0.49602
H 2.25358 -1.19293 -1.19618
C 5.39375 0.48265 0.31212
C -0.95444 -0.39506 4.07802
C -4.07491 3.10536 -0.72342
C 5.21837 2.06291 2.61893
H -5.17047 1.85934 0.64315
O -0.55481 -3.05360 3.42764
O -1.00027 0.99695 1.70983
C -2.17862 2.09657 -1.80330
H -0.80744 1.36488 4.90717
I 2.30234 1.54054 3.12422
H 7.49531 0.96374 0.36418
C -1.89039 -0.97089 5.14025
O 1.32121 -1.90156 4.56947
C -1.60004 -0.04224 -4.22946
C 0.72607 -1.40938 -4.92652
C 1.57516 2.43458 -1.20282
P 0.21189 -1.69423 3.48226
H 5.14870 2.64640 3.52992
C -0.78344 -0.59133 -3.24589
C -4.33065 1.92452 -0.03818
C 0.37275 -1.28864 -3.59096
C 3.11816 -0.72832 -0.75053
O 0.20216 -0.51479 -0.55393
H 2.05768 1.68466 -1.81040
H -5.13989 -3.76208 -1.40427
C -3.00140 3.19290 -1.60275
H -3.78194 -5.68186 -0.65231
C -1.36792 -3.31157 -0.65823
H -2.44114 -1.83390 4.76693
H -2.60753 -0.20581 5.43727
H -1.36503 -5.40536 -0.21171
```

Output
**Energy relative to the best compared isomer or geometry (same formula, charge and spin)**: 0.000 eV
**Orbital gap (spin up / spin down)**: 7.941 / 7.043 eV
**Spin multiplicity**: 4
**E**: -143741.3482 eV
**Maximum force**: 1.03 eV/A
**Charge**: +2

Atom charges from the Mulliken analysis, given in e for atoms 1 to 8:
1 O -0.52
2 H 0.40
3 H 0.45
4 As 1.14
5 C -0.69
6 C 0.77
7 C -0.83
8 C -0.52